*i*
# C6H16N2O

A structure of composition C6H16N2O (ωB97M-V/def2-TZVPD, the Open Molecules 2025 dataset).

CARTESIAN COORDINATES (ANGSTROEM)
1 H -1.12 -0.24 1.37
2 H -2.37 0.96 -0.03
3 H 0.28 0.09 -2.52
4 C 0.62 0.81 -1.78
5 C 0.20 1.93 0.41
6 H 1.66 0.60 -1.53
7 H -1.89 2.02 -1.35
8 N 0.53 -2.01 -0.80
9 H 1.25 1.83 0.68
10 H 1.90 -0.47 1.06
11 H 1.45 -2.10 -0.38
12 H -0.42 1.98 1.30
13 H 1.02 -0.03 2.52
14 N -0.43 -1.22 -0.31
15 C 1.05 -0.73 1.69
16 O -1.11 -2.29 1.74
17 C -0.27 0.85 -0.56
18 H 0.10 2.91 -0.07
19 H 0.60 1.79 -2.28
20 C -0.28 -0.77 0.97
21 H 0.27 -2.49 -1.64
22 H -0.53 -3.03 1.97
23 H 1.29 -1.71 2.11
24 H -2.07 0.30 -1.64
25 C -1.73 1.03 -0.91

The HOMO-LUMO gap comes out at 8.160 eV. As for the charge: 0. As for the spin multiplicity: 1. The HOMO energy comes out at -7.546 eV.


*ii*
# C6H16N2O

A cluster of 2 separate species, C6H16N2O in total (ωB97M-V/def2-TZVPD, the Open Molecules 2025 dataset).

CARTESIAN COORDINATES (ANGSTROEM)
1 H -0.93 1.26 0.90
2 H -0.17 -3.02 -0.42
3 C -0.60 -2.05 -0.20
4 N -0.88 3.43 -1.89
5 N -0.03 -2.13 2.14
6 H 0.47 -1.74 2.92
7 H 2.09 -2.01 0.34
8 H -0.08 4.04 -2.06
9 C -0.25 1.28 -1.34
10 H -1.15 0.81 -1.73
11 C -0.73 0.26 1.26
12 H -0.52 -1.44 -1.10
13 C 0.13 -1.39 0.95
14 H -1.71 -0.16 1.45
15 H 1.63 -0.39 -0.18
16 C 0.98 0.92 -1.75
17 H -1.00 -2.28 2.39
18 H -1.61 4.01 -1.45
19 O -0.44 2.55 -0.82
20 H 1.13 0.07 -2.40
21 H -1.65 -2.20 0.04
22 H 2.09 -0.69 1.52
23 H -0.21 0.50 2.20
24 C 1.57 -1.11 0.66
25 H 1.85 1.48 -1.43

As for the structure (SMILES): CC(C)(C)N.C=CON. The HOMO-LUMO gap comes out at 9.571 eV. As for the charge: 0. As for the spin multiplicity: 1. The HOMO energy comes out at -8.562 eV.


Verdict on stability: *i* comes out at the bottom.


*i*
# C7H15NO2

A cluster of 3 separate species, C7H15NO2 in total (ωB97M-V/def2-TZVPD, the Open Molecules 2025 dataset).

CARTESIAN COORDINATES (ANGSTROEM)
1 H -1.96 -1.16 0.49
2 H 1.43 1.55 0.94
3 C -0.06 -0.80 -2.00
4 H -1.64 1.54 -0.72
5 H -1.82 -2.10 3.48
6 H 4.17 0.86 -1.02
7 H -2.13 2.48 1.30
8 H 0.64 -0.12 -0.21
9 C 2.26 0.06 -1.70
10 H -2.61 0.86 2.02
11 H -2.15 -0.79 -2.41
12 C 3.26 0.31 -0.87
13 C 0.90 -0.30 -1.26
14 C -1.71 0.81 0.09
15 H -0.04 -1.17 -3.05
16 H -1.56 -2.13 -1.52
17 N -1.84 -0.52 -0.27
18 H 2.32 0.27 -2.77
19 C -2.11 1.40 1.23
20 H -0.49 -2.18 3.08
21 O 2.31 1.82 1.25
22 C -1.49 -1.03 -1.56
23 O -1.17 -1.49 3.09
24 H 3.15 0.00 0.16
25 H 2.37 1.84 2.21

As for the structure (SMILES): C=C/C=C/CNC=C.O.O. The HOMO-LUMO gap comes out at 8.252 eV. As for the charge: 0. As for the spin multiplicity: 1. The HOMO energy comes out at -7.810 eV.


*ii*
# C7H15NO2

The molecule C7H15NO2 (ωB97M-V/def2-TZVPD, the Open Molecules 2025 dataset).

CARTESIAN COORDINATES (ANGSTROEM)
1 H 0.93 2.01 -1.20
2 H -0.72 2.68 -1.30
3 O -2.68 0.08 -1.61
4 C 1.18 -0.05 1.22
5 H 1.64 0.94 1.08
6 H 0.94 0.15 3.36
7 C -0.04 2.07 -0.69
8 H -1.37 0.74 0.38
9 N -0.81 -0.04 -2.78
10 H -0.24 -0.95 2.61
11 H 0.39 -2.50 0.54
12 H -1.22 -1.76 0.43
13 H 1.19 -0.40 -0.86
14 H -0.33 -2.20 -1.04
15 C 0.41 -0.40 -0.07
16 C -0.22 -1.79 -0.03
17 O 2.29 -0.92 1.40
18 H 0.11 2.60 0.26
19 C -0.63 0.68 -0.44
20 H 0.12 0.34 -2.92
21 C 0.31 -0.01 2.48
22 H 1.99 -1.73 1.82
23 C -1.46 0.25 -1.64
24 H -1.35 -0.61 -3.46
25 H -0.42 0.81 2.43

As for the structure (SMILES): C[C@H]([C@@H](C)O)[C@@H](C)C(N)=O. The HOMO-LUMO gap comes out at 10.308 eV. As for the charge: 0. As for the spin multiplicity: 1. The HOMO energy comes out at -9.541 eV.


*iii*
# C7H15NO2

The molecule C7H15NO2 (ωB97M-V/def2-TZVPD, the Open Molecules 2025 dataset).

CARTESIAN COORDINATES (ANGSTROEM)
1 C -1.04 -0.94 -2.45
2 C -1.81 1.62 1.43
3 H 0.68 0.31 2.96
4 H -1.88 -0.44 -2.93
5 O 0.57 -1.97 -0.21
6 H 2.48 -0.96 -1.87
7 H 0.88 -1.29 2.17
8 H 0.72 1.18 0.61
9 C -1.40 0.34 0.76
10 C -0.21 0.03 -1.65
11 H -1.38 -1.76 -1.81
12 H 2.15 -0.06 2.04
13 H 2.99 -0.76 -0.20
14 H -1.47 1.66 2.47
15 H -1.41 2.46 0.87
16 H -1.91 0.21 -0.18
17 C 2.26 -0.43 -0.94
18 H 2.35 0.64 -1.12
19 C 0.86 -0.80 -0.48
20 O -0.08 1.20 -1.92
21 H -1.56 -0.57 1.32
22 C 1.07 -0.22 2.08
23 H -2.90 1.70 1.42
24 H -0.40 -1.38 -3.22
25 N 0.42 0.25 0.86

As for the structure (SMILES): CC[N@@H+](C)[C@@](C)([O-])C(C)=O. The HOMO-LUMO gap comes out at 8.053 eV. As for the charge: 0. As for the spin multiplicity: 1. The HOMO energy comes out at -7.365 eV.


*iv*
# C7H15NO2

A cluster of 3 separate species, C7H15NO2 in total (ωB97M-V/def2-TZVPD, the Open Molecules 2025 dataset).

CARTESIAN COORDINATES (ANGSTROEM)
1 C 2.40 0.75 -0.90
2 C -2.49 0.44 0.02
3 H 2.57 -3.40 -0.69
4 H -0.85 1.43 2.89
5 C 0.51 2.06 -0.09
6 H 1.95 -0.17 -0.71
7 H -4.13 -0.47 -1.02
8 O 0.54 -3.44 -1.62
9 H 3.46 0.71 -1.37
10 H -0.29 2.69 -0.49
11 H -1.50 -0.74 1.49
12 H -3.46 -1.28 0.39
13 H 0.27 -2.98 -2.33
14 C 0.38 1.63 1.17
15 C 1.78 1.94 -0.64
16 C -1.59 0.24 1.05
17 H 1.21 1.15 1.71
18 C -1.05 1.42 1.81
19 N -3.32 -0.62 -0.36
20 H 2.55 -2.40 0.55
21 H 2.35 2.86 -0.69
22 O 2.41 -2.46 -0.30
23 H 0.46 -2.92 -0.78
24 H -1.70 2.32 1.57
25 H -2.45 1.24 -0.66

As for the structure (SMILES): C=C/C=C/C/C=C/N.O.O. The HOMO-LUMO gap comes out at 8.187 eV. As for the charge: 0. As for the spin multiplicity: 1. The HOMO energy comes out at -7.419 eV.


Verdict on stability: *iv* comes out at the bottom.


*i*
# C3H3N2O2

The ion C3H3N2O2 with charge -1 (ωB97M-V/def2-TZVPD, the Open Molecules 2025 dataset).

CARTESIAN COORDINATES (ANGSTROEM)
1 C -2.01 -0.15 1.81
2 H -2.61 -0.06 2.60
3 N 1.56 0.74 -1.01
4 H -0.80 -0.76 -1.09
5 H 0.60 -1.15 -0.10
6 O 2.39 1.69 -1.18
7 O 1.90 -0.41 -1.43
8 C -0.28 -0.54 -0.17
9 N 0.44 0.99 -0.42
10 C -1.19 -0.34 0.99

As for the structure (SMILES): C#CCN=[N+]([O-])[O-]. The HOMO-LUMO gap comes out at 8.064 eV. As for the charge: -1. As for the spin multiplicity: 1. The HOMO energy comes out at -4.186 eV.


*ii*
# C3H3N2O2

The ion C3H3N2O2 with charge -1 (ωB97M-V/def2-TZVPD, the Open Molecules 2025 dataset).

CARTESIAN COORDINATES (ANGSTROEM)
1 C -2.48 0.73 -0.03
2 H 0.94 -1.45 -0.88
3 H 2.74 -0.52 1.05
4 C -0.94 0.54 0.10
5 N 2.36 -0.38 0.02
6 O -2.83 -0.20 -0.63
7 C -0.09 -0.24 0.20
8 N 1.06 -0.94 0.01
9 H 2.38 0.69 -0.13
10 O -3.16 1.77 0.29

As for the structure (SMILES): NNC#CC(=O)[O-]. The HOMO-LUMO gap comes out at 7.875 eV. As for the charge: -1. As for the spin multiplicity: 1. The HOMO energy comes out at -4.010 eV.


Verdict on stability: *i* comes out at the bottom.


*i*
# C5H41N3O13

A cluster of 14 separate species, C5H41N3O13 in total (ωB97M-V/def2-TZVPD, the Open Molecules 2025 dataset).

CARTESIAN COORDINATES (ANGSTROEM)
1 H 2.01 -2.49 -1.08
2 O -0.47 -2.72 -0.19
3 H -0.17 0.08 -3.61
4 C -1.12 2.55 0.70
5 N 2.63 -1.70 -1.20
6 O -1.20 3.37 -3.37
7 O 1.03 -3.85 -2.36
8 O 0.32 1.52 4.11
9 H -0.59 -2.81 2.47
10 H 0.65 -2.08 -2.93
11 O 3.13 4.57 -0.34
12 H -0.39 2.94 1.44
13 H -2.02 2.23 1.22
14 H -1.10 2.43 -3.14
15 H 3.44 -1.76 -0.62
16 H -3.24 -0.55 -1.08
17 H 2.36 4.11 0.01
18 N 1.15 -0.59 0.27
19 H 0.41 4.63 -2.28
20 C -0.61 1.27 0.04
21 C 1.94 -0.45 -0.95
22 H 2.13 -4.03 1.65
23 H 0.02 0.69 -4.96
24 C -2.51 0.29 -1.16
25 H 0.17 0.41 1.89
26 C 0.64 0.68 0.81
27 O -0.09 -1.47 -2.80
28 H -0.47 3.57 -3.96
29 H -2.63 0.00 3.19
30 O -1.38 -2.38 2.15
31 H 0.20 -4.35 -2.40
32 H 1.27 -0.21 -1.81
33 O 1.34 -3.45 1.57
34 O 2.08 -1.37 2.95
35 H -0.45 -1.84 -1.94
36 H 0.37 -1.24 0.25
37 H -3.16 1.21 -1.10
38 H -1.21 -2.53 0.45
39 H 1.61 -0.59 3.31
40 H 1.48 -3.06 2.48
41 H 2.68 4.66 -1.21
42 H -3.35 0.60 1.19
43 H -2.82 -0.90 4.39
44 H 0.88 3.21 -2.11
45 H -1.52 -1.55 2.70
46 H -2.02 0.28 -2.14
47 N -1.71 0.27 0.08
48 O -3.69 -0.09 1.77
49 H -3.73 -0.81 1.13
50 H 1.46 -4.41 -1.71
51 H 0.11 2.12 3.39
52 O -0.04 0.97 -4.04
53 H -1.32 3.34 -0.02
54 H 2.69 0.37 -0.88
55 O 1.21 4.10 -2.21
56 H 0.24 -3.27 0.19
57 H -1.29 -0.65 0.27
58 H -0.34 1.35 -1.02
59 H 1.99 -1.17 2.01
60 H 1.38 1.51 0.90
61 O -2.14 -0.59 3.79
62 H -0.51 1.06 4.30

The HOMO-LUMO gap comes out at 8.803 eV. As for the charge: 0. As for the spin multiplicity: 1. The HOMO energy comes out at -8.851 eV.


*ii*
# C5H41N3O13

A cluster of 14 separate species, C5H41N3O13 in total (ωB97M-V/def2-TZVPD, the Open Molecules 2025 dataset).

CARTESIAN COORDINATES (ANGSTROEM)
1 O -2.51 -0.05 -2.13
2 H 3.29 3.70 2.08
3 H -3.15 -2.62 -3.24
4 H 3.07 -0.45 -1.94
5 H 0.02 4.48 -1.36
6 O 0.47 -3.62 0.35
7 N -2.44 2.38 -0.78
8 H 1.52 -1.85 -3.46
9 H -1.15 -3.32 -0.22
10 H -1.00 3.17 0.57
11 C -2.05 1.71 2.41
12 H -0.14 -0.23 -0.44
13 H 1.53 3.81 -1.07
14 H 0.55 -3.09 1.14
15 H -3.08 -3.13 2.71
16 O 3.26 2.98 2.72
17 O -3.60 -2.52 -2.39
18 H -1.95 0.38 0.86
19 H 0.22 0.98 -2.82
20 H 1.79 -1.47 1.32
21 H -0.44 -1.63 -4.96
22 H 4.15 -1.14 -0.99
23 N 2.51 -0.33 2.83
24 H 1.15 0.63 -1.69
25 O 2.17 -1.83 -2.72
26 H -1.90 -0.54 -1.56
27 O 0.94 1.36 -2.30
28 H 0.55 -4.56 0.57
29 H 3.05 0.25 2.19
30 H 0.71 1.27 1.50
31 H -0.55 -1.75 -0.83
32 O 0.95 4.57 -1.14
33 H 3.97 2.07 0.14
34 O -1.91 -2.73 -0.48
35 H 2.37 0.13 3.72
36 H 1.51 -1.60 -2.06
37 H 0.00 0.05 3.40
38 H -1.89 1.03 3.27
39 H -0.35 2.11 -0.64
40 O -2.15 -2.90 2.71
41 O 3.75 -0.30 -1.25
42 O -0.14 -0.91 -1.15
43 H -2.09 2.88 -1.59
44 N 0.02 0.54 1.33
45 H 2.74 1.16 0.02
46 H 1.44 -2.00 3.08
47 H -3.42 -1.55 -2.33
48 O 3.01 2.06 0.23
49 C 0.08 -0.48 2.41
50 C -1.33 1.21 1.16
51 H -3.13 3.03 -0.39
52 C 1.45 -1.19 2.33
53 C -1.19 2.25 0.03
54 H -2.61 0.83 -1.70
55 H -1.70 2.69 2.76
56 H -0.75 -1.14 2.23
57 O -0.18 -1.79 -4.06
58 H -2.22 -3.21 -1.29
59 H -0.61 -1.19 -3.44
60 H -3.13 1.71 2.25
61 H -1.98 -2.84 1.76
62 H 2.48 2.55 2.36

The HOMO-LUMO gap comes out at 9.232 eV. As for the charge: 0. As for the spin multiplicity: 1. The HOMO energy comes out at -9.093 eV.


Verdict on stability: *i* comes out at the bottom.